Entry from the OMol25 dataset: a gas-phase ion, C7H11N2OS (charge +1) at a distorted geometry (ωB97M-V/def2-TZVPD).

ORCA input file:
```
! wB97M-V def2-TZVPD RIJCOSX def2/J DEFGRID3
* xyz 1 1
S -2.2477 -1.1452 -0.9933
O -2.0424 -2.0172 1.3864
N 0.5323 0.4961 -1.7471
N -0.9989 -0.9635 3.0929
C -0.3879 -0.4239 0.8099
C 0.5375 1.9443 -1.5447
C 1.6714 -0.1677 -1.3203
C 1.9345 -0.3710 -0.0106
C -1.1166 -0.0445 -0.3536
C 0.9564 -0.3804 1.0250
C -1.2360 -1.2215 1.8054
H -0.3933 -0.2239 3.4013
H 0.7242 2.1745 -0.4978
H 1.3250 2.4122 -2.1415
H 0.2921 0.2737 -2.7117
H 2.9055 -0.7583 0.2597
H -1.5230 -1.4788 3.7844
H -0.4150 2.3697 -1.8563
H -2.8746 -0.2554 -1.7925
H 1.3259 -0.6654 2.0003
H 2.3454 -0.5539 -2.0764
H -1.3147 0.9999 -0.5192
*
```

The value obtained for the molecular weight is 171.25 g mol⁻¹. The energy above the lowest of the compared OMol25 structures with the same formula, charge and spin comes out at 28.30 kcal per mole. The value obtained for the HOMO energy is -12.6897 eV. The HOMO-LUMO gap comes out at 8.1 eV.